[1]
{
  "formula": "C45H46HoNP2Si",
  "method": "wB97M-V/def2-TZVPD",
  "multiplicity": 5,
  "total_energy_ha": -3716.90671,
  "total_charge": 2,
  "elements": ["C", "C", "C", "C", "C", "C", "P", "C", "C", "C", "C", "C", "C", "Ho", "P", "C", "C", "C", "C", "C", "C", "C", "C", "C", "C", "C", "C", "C", "C", "C", "C", "C", "C", "C", "C", "C", "C", "C", "C", "H", "H", "H", "H", "H", "H", "H", "H", "H", "H", "H", "H", "H", "H", "H", "H", "H", "H", "H", "H", "H", "H", "H", "H", "H", "H", "H", "H", "H", "H", "H", "H", "C", "Si", "C", "C", "N", "C", "C", "C", "C", "C", "C", "H", "H", "H", "H", "H", "H", "H", "H", "H", "H", "H", "H", "H", "H"],
  "coordinates": [[3.729, 2.819, -0.898], [3.056, 2.870, 0.342], [3.747, 3.298, 1.494], [5.049, 3.791, 1.376], [5.684, 3.809, 0.128], [5.034, 3.299, -1.002], [1.315, 2.335, 0.388], [0.740, 2.735, 2.097], [0.573, 1.700, 3.045], [0.085, 2.020, 4.317], [-0.193, 3.344, 4.663], [-0.019, 4.369, 3.725], [0.442, 4.065, 2.442], [-0.010, -0.104, 0.511], [0.931, -2.577, -0.490], [2.360, -3.426, 0.295], [3.386, -4.057, -0.440], [4.397, -4.761, 0.227], [4.440, -4.783, 1.626], [3.484, -4.069, 2.362], [2.464, -3.387, 1.703], [-0.580, -3.517, 0.074], [-1.794, -3.199, -0.560], [-3.002, -3.708, -0.085], [-3.015, -4.587, 1.002], [-1.813, -4.931, 1.627], [-0.603, -4.399, 1.172], [1.050, -2.990, -2.283], [1.050, -1.963, -3.251], [1.123, -2.269, -4.611], [1.215, -3.603, -5.028], [1.182, -4.633, -4.080], [1.072, -4.330, -2.716], [0.427, 3.503, -0.733], [0.990, 4.654, -1.322], [0.245, 5.406, -2.244], [-1.045, 5.006, -2.606], [-1.595, 3.846, -2.048], [-0.876, 3.131, -1.098], [-1.790, -2.537, -1.433], [-3.940, -3.407, -0.553], [-3.966, -4.984, 1.363], [-1.834, -5.612, 2.482], [0.325, -4.652, 1.684], [3.387, -4.012, -1.532], [5.166, -5.284, -0.345], [5.234, -5.320, 2.143], [3.534, -4.048, 3.452], [1.725, -2.832, 2.290], [1.000, -0.917, -2.938], [1.111, -1.465, -5.350], [1.300, -3.837, -6.091], [1.250, -5.672, -4.404], [1.009, -5.144, -1.989], [2.008, 4.959, -1.076], [0.677, 6.298, -2.700], [-1.626, 5.578, -3.331], [-2.577, 3.489, -2.369], [-1.330, 2.227, -0.655], [0.881, 0.651, 2.835], [-0.094, 1.215, 5.034], [-0.560, 3.582, 5.666], [-0.250, 5.402, 3.993], [0.566, 4.855, 1.696], [3.260, 3.264, 2.473], [5.573, 4.146, 2.264], [6.698, 4.192, 0.042], [5.538, 3.277, -1.969], [3.225, 2.410, -1.776], [2.404, -0.231, -0.167], [2.192, 0.028, -0.875], [-1.904, 0.414, -2.976], [-3.081, 0.276, -1.537], [-4.129, 1.725, -1.024], [-4.238, -1.136, -1.868], [-2.044, 0.096, -0.060], [-2.682, 0.261, 1.231], [-2.461, 1.444, 1.973], [-3.132, 1.619, 3.184], [-4.003, 0.620, 3.640], [-4.202, -0.564, 2.913], [-3.518, -0.759, 1.723], [-2.573, 0.661, -3.816], [-1.398, -0.538, -3.205], [-1.153, 1.209, -2.884], [-4.758, 2.027, -1.873], [-4.770, 1.405, -0.185], [-3.533, 2.581, -0.682], [-3.737, -2.047, -2.222], [-4.859, -1.369, -0.990], [-4.887, -0.748, -2.674], [-1.807, 2.226, 1.565], [-2.964, 2.523, 3.773], [-4.531, 0.762, 4.586], [-4.888, -1.335, 3.275], [-3.570, -1.683, 1.143]],
  "mulliken_spin": [-0.001, -0.001, -0.001, 0.000, -0.001, 0.000, -0.008, -0.001, 0.003, 0.001, 0.000, 0.000, 0.000, 4.067, -0.012, -0.005, -0.001, 0.000, 0.000, 0.001, 0.001, -0.001, 0.001, 0.000, 0.000, 0.000, 0.002, 0.000, 0.001, 0.001, 0.000, 0.000, 0.000, -0.010, 0.000, 0.000, 0.000, 0.000, -0.004, -0.002, 0.000, 0.000, 0.000, 0.000, 0.000, 0.000, 0.000, 0.000, 0.000, 0.000, 0.000, 0.000, 0.000, 0.000, 0.000, 0.000, 0.000, 0.000, 0.009, 0.001, 0.000, 0.000, 0.000, 0.000, 0.000, 0.000, 0.000, 0.000, 0.000, 0.003, -0.003, 0.003, -0.002, 0.000, -0.001, -0.027, -0.008, 0.001, 0.002, -0.003, 0.001, -0.002, 0.000, -0.001, 0.000, 0.000, 0.000, 0.000, 0.000, 0.000, 0.000, -0.002, 0.000, 0.000, 0.000, 0.000]
}

=====

[2]
{
  "formula": "C11H25N2O6P",
  "method": "wB97M-V/def2-TZVPD",
  "smiles": "CNC(=O)[C@H](CC(C)C)NC(C)=O.O=P(O)(O)CCO",
  "total_energy_ha": -1336.56538,
  "elements": ["C", "N", "C", "O", "C", "C", "C", "C", "C", "N", "C", "C", "O", "H", "H", "H", "H", "H", "H", "H", "H", "H", "H", "H", "H", "H", "H", "H", "H", "H", "H", "O", "P", "O", "O", "C", "C", "O", "H", "H", "H", "H", "H", "H", "H"],
  "coordinates": [[2.600, 5.764, 0.621], [2.284, 4.380, 0.970], [2.112, 3.396, 0.076], [2.180, 3.611, -1.128], [1.768, 1.983, 0.608], [0.820, 1.207, -0.337], [0.556, -0.275, 0.015], [-0.563, -0.472, 1.046], [0.130, -1.029, -1.248], [1.202, 2.036, 1.965], [1.826, 1.852, 3.127], [3.289, 1.461, 3.152], [1.223, 2.012, 4.174], [1.784, 6.190, 0.032], [2.742, 6.359, 1.524], [3.512, 5.795, 0.021], [2.170, 4.148, 1.944], [2.710, 1.436, 0.627], [1.278, 1.230, -1.326], [-0.131, 1.736, -0.414], [1.473, -0.729, 0.391], [-1.476, 0.021, 0.714], [-0.267, -0.079, 2.016], [-0.758, -1.538, 1.173], [-0.769, -0.579, -1.669], [0.931, -0.988, -1.986], [-0.060, -2.076, -1.010], [0.224, 2.271, 2.046], [3.613, 1.378, 4.189], [3.413, 0.498, 2.660], [3.882, 2.221, 2.647], [-1.977, -5.658, -3.214], [-2.401, -4.815, -2.091], [-1.208, -4.696, -1.069], [-3.579, -5.596, -1.394], [-2.879, -3.201, -2.658], [-3.667, -2.447, -1.605], [-4.984, -2.991, -1.589], [-0.968, -5.629, -0.994], [-4.173, -5.738, -2.140], [-1.960, -2.663, -2.892], [-3.460, -3.309, -3.575], [-3.192, -2.537, -0.620], [-3.712, -1.383, -1.863], [-5.535, -2.558, -0.913]],
  "mulliken_charge": [-0.950, -0.119, -0.003, -0.676, 0.368, -1.301, 1.056, -1.517, -1.626, -0.049, 0.733, -1.158, -0.690, 0.296, 0.355, 0.294, 0.245, 0.298, 0.341, 0.477, 0.160, 0.300, 0.361, 0.409, 0.320, 0.425, 0.397, 0.262, 0.351, 0.287, 0.348, -0.724, 0.807, -0.457, -0.471, -0.561, -0.294, -0.527, 0.295, 0.345, 0.281, 0.389, 0.267, 0.359, 0.298]
}

=====

[3]
{
  "formula": "C3H4N2O2",
  "method": "wB97M-V/def2-TZVPD",
  "total_energy_ha": -376.63289,
  "elements": ["C", "N", "N", "C", "O", "C", "O", "H", "H", "H", "H"],
  "coordinates": [[-1.523, -0.375, 0.025], [-0.294, 0.345, -0.317], [0.686, -0.432, -0.986], [1.738, -0.455, -0.220], [1.779, 0.210, 0.882], [0.279, 1.271, 0.434], [0.296, 2.407, 0.709], [-2.009, -0.629, -0.917], [-1.275, -1.298, 0.564], [-2.190, 0.237, 0.637], [2.601, -1.004, -0.607]],
  "mulliken_charge": [-0.747, 0.394, -0.730, 0.119, -0.534, 0.559, -0.371, 0.265, 0.287, 0.359, 0.399]
}

=====

[4]
{
  "formula": "C2H2F2N2S",
  "method": "wB97M-V/def2-TZVPD",
  "smiles": "F/N=[NH+]\\[S-].C#CF",
  "total_energy_ha": -784.58749,
  "elements": ["F", "N", "N", "S", "H", "C", "C", "F", "H"],
  "coordinates": [[-1.967, 1.342, -1.141], [-1.918, 1.825, 0.147], [-2.132, 0.809, 0.941], [-2.474, -0.748, 0.531], [-2.490, 1.048, 1.878], [1.266, 0.170, -1.032], [1.231, 0.224, 0.155], [1.148, 0.492, 1.398], [1.712, 0.241, -1.962]],
  "mulliken_charge": [-0.113, -0.075, 0.030, -0.158, 0.310, -0.137, 0.034, -0.229, 0.338]
}

=====

[5]
{
  "formula": "C3H3NO",
  "method": "wB97M-V/def2-TZVPD",
  "total_energy_ha": -245.96338,
  "elements": ["O", "C", "N", "H", "C", "C", "H", "H"],
  "coordinates": [[-0.433, 2.315, -0.564], [0.153, 1.164, -0.705], [-0.160, 0.214, 0.145], [-1.016, 2.411, 0.228], [0.271, -1.111, 0.039], [0.771, -2.202, -0.005], [1.198, -3.157, -0.090], [-0.784, 0.366, 0.952]],
  "mulliken_charge": [-0.255, -0.312, -0.063, 0.252, -0.119, -0.216, 0.414, 0.299]
}